# C5H6O

A single C5H6O molecule (ωB97M-V with the def2-TZVPD basis set, the OMol25 dataset).

Positions of all 12 atoms, in Å:
C1 -1.064230 0.513382 -0.105870
C2 0.240406 1.236254 -0.033192
C3 1.272908 0.407202 0.066415
C4 0.814448 -1.022260 -0.012735
O1 -0.130965 -1.427029 0.989242
C5 -0.675756 -0.960985 -0.231411
H1 -1.435110 0.706059 0.905498
H2 -1.769886 0.906450 -0.849681
H3 0.225766 2.307742 0.122450
H4 2.305516 0.734885 0.105282
H5 1.591998 -1.770458 -0.205573
H6 -1.375094 -1.631246 -0.750421

Force components x, y, z for each atom (eV/Å):
C -0.0112 0.0135 0.0503
C 0.0697 0.1449 0.1518
C -0.0242 0.1344 -0.2900
C 0.1546 0.1633 -0.1118
O 0.1897 0.1603 0.4796
C -0.1340 0.1959 0.1050
H -0.7656 -0.3629 -0.1091
H 0.2156 -0.2139 0.1365
H 0.3662 0.0343 -0.2299
H -0.0475 -0.2636 0.2612
H -0.7839 -0.0384 -0.5069
H 0.7706 0.0322 0.0632

Calculated values
ΔE to the lowest compared entry with this formula, charge and spin, eV: 1.7689
Gap between HOMO and LUMO, hartree: 0.3882
E_HOMO, eV: -9.40
Calculated total energy, eV: -7327.516